Entry from OMol25: a 11-piece molecular cluster, C90H201N6O8P2 overall (ωB97M-V/def2-TZVPD).

Last columns: bonded neighbours and bond lengths (Å).
Positions of all 307 atoms, in Å:
1 C -2.496 -7.011 -9.884  C2 1.541, H18 1.101, H19 1.108, H20 1.072
2 C -3.190 -7.172 -8.518  C1 1.541, C3 1.529, H21 1.088, H22 1.111
3 C -3.069 -6.014 -7.527  C2 1.529, C4 1.524, H23 1.097, H24 1.099
4 C -3.800 -6.279 -6.216  C3 1.524, P5 1.850, H25 1.061, H26 1.059
5 P -3.271 -5.528 -4.610  C4 1.850, C6 1.784, C10 1.840, C14 1.801
6 C -1.497 -5.556 -4.421  P5 1.784, C7 1.493, H27 1.078, H28 1.098
7 C -0.867 -6.867 -4.761  C6 1.493, C8 1.552, H29 1.128, H30 1.067
8 C 0.669 -6.920 -4.541  C7 1.552, C9 1.541, H31 1.107, H32 1.112
9 C 1.355 -8.097 -5.261  C8 1.541, H33 1.093, H34 1.096, H35 1.099
10 C -3.931 -3.831 -4.344  P5 1.840, C11 1.524, H36 1.098, H37 1.085
11 C -3.655 -2.960 -5.563  C10 1.524, C12 1.506, H38 1.086, H39 1.106
12 C -4.262 -1.584 -5.494  C11 1.506, C13 1.478, H40 1.108, H41 1.112
13 C -5.711 -1.533 -5.779  C12 1.478, H42 1.090, H43 1.107, H44 1.088
14 C -3.887 -6.604 -3.304  P5 1.801, C15 1.485, H45 1.130, H46 1.121
15 C -3.482 -6.271 -1.915  C14 1.485, C16 1.582, H47 1.104, H48 1.082
16 C -4.228 -7.121 -0.809  C15 1.582, C17 1.499, H49 1.093, H50 1.098
17 C -3.960 -6.527 0.541  C16 1.499, H51 1.080, H52 1.070, H53 1.096
18 H -2.913 -6.184 -10.479  C1 1.101
19 H -2.666 -7.927 -10.484  C1 1.108
20 H -1.439 -6.866 -9.783  C1 1.072
21 H -2.726 -8.056 -8.086  C2 1.088
22 H -4.234 -7.545 -8.600  C2 1.111
23 H -3.401 -5.095 -8.026  C3 1.097
24 H -2.009 -5.787 -7.338  C3 1.099
25 H -3.754 -7.329 -6.069  C4 1.061
26 H -4.822 -6.004 -6.206  C4 1.059
27 H -1.160 -5.188 -3.466  C6 1.078
28 H -1.067 -4.823 -5.115  C6 1.098
29 H -1.161 -7.087 -5.828  C7 1.128
30 H -1.292 -7.626 -4.143  C7 1.067
31 H 0.987 -7.003 -3.485  C8 1.107
32 H 1.123 -5.981 -4.926  C8 1.112
33 H 0.942 -9.055 -4.935  C9 1.093
34 H 2.430 -8.093 -5.046  C9 1.096
35 H 1.195 -8.001 -6.344  C9 1.099
36 H -3.574 -3.406 -3.396  C10 1.098
37 H -5.009 -3.945 -4.301  C10 1.085
38 H -4.038 -3.488 -6.431  C11 1.086
39 H -2.560 -2.962 -5.723  C11 1.106
40 H -3.683 -0.890 -6.135  C12 1.108
41 H -4.132 -1.189 -4.462  C12 1.112
42 H -6.395 -1.943 -5.036  C13 1.090
43 H -6.062 -2.075 -6.678  C13 1.107
44 H -5.978 -0.480 -5.836  C13 1.088
45 H -3.562 -7.657 -3.550  C14 1.130
46 H -4.999 -6.725 -3.369  C14 1.121
47 H -3.677 -5.192 -1.795  C15 1.104
48 H -2.418 -6.470 -1.888  C15 1.082
49 H -4.016 -8.183 -0.958  C16 1.093
50 H -5.292 -7.048 -1.071  C16 1.098
51 H -4.501 -5.601 0.662  C17 1.080
52 H -2.934 -6.263 0.691  C17 1.070
53 H -4.229 -7.103 1.433  C17 1.096
54 C 3.752 4.772 -8.632  C55 1.501, H71 1.098, H72 1.116, H73 1.071
55 C 2.875 5.529 -7.677  C54 1.501, C56 1.577, H74 1.096, H75 1.079
56 C 1.793 4.669 -6.919  C55 1.577, C57 1.562, H76 1.117, H77 1.095
57 C 2.528 3.557 -6.105  C56 1.562, P58 1.793, H78 1.084, H79 1.093
58 P 1.475 2.461 -5.153  C57 1.793, C59 1.803, C63 1.794, C67 1.763
59 C 0.725 3.402 -3.810  P58 1.803, C60 1.573, H80 1.079, H81 1.077
60 C 0.142 2.447 -2.706  C59 1.573, C61 1.536, H82 1.081, H83 1.087
61 C -0.446 3.252 -1.537  C60 1.536, C62 1.559, H84 1.096, H85 1.086
62 C -1.546 4.279 -1.944  C61 1.559, H86 1.086, H87 1.087, H88 1.078
63 C 0.089 1.844 -6.110  P58 1.794, C64 1.559, H89 1.076, H90 1.077
64 C -1.020 2.812 -6.622  C63 1.559, C65 1.532, H91 1.068, H92 1.086
65 C -2.420 2.192 -6.566  C64 1.532, C66 1.569, H93 1.072, H94 1.103
66 C -2.977 2.027 -5.108  C65 1.569, H95 1.074, H96 1.113, H97 1.089
67 C 2.464 1.096 -4.637  P58 1.763, C68 1.551, H98 1.105, H99 1.072
68 C 3.931 1.258 -4.158  C67 1.551, C69 1.534, H100 1.103, H101 1.096
69 C 4.110 1.878 -2.766  C68 1.534, C70 1.568, H102 1.089, H103 1.089
70 C 5.578 1.969 -2.223  C69 1.568, H104 1.122, H105 1.096, H106 1.090
71 H 4.452 4.176 -8.032  C54 1.098
72 H 4.375 5.575 -9.093  C54 1.116
73 H 3.283 4.223 -9.424  C54 1.071
74 H 2.349 6.289 -8.265  C55 1.096
75 H 3.434 6.064 -6.924  C55 1.079
76 H 1.013 4.217 -7.578  C56 1.117
77 H 1.266 5.336 -6.229  C56 1.095
78 H 3.224 4.044 -5.430  C57 1.084
79 H 3.179 2.915 -6.703  C57 1.093
80 H 0.033 4.086 -4.277  C59 1.079
81 H 1.505 3.993 -3.358  C59 1.077
82 H 0.931 1.862 -2.254  C60 1.081
83 H -0.524 1.665 -3.062  C60 1.087
84 H 0.403 3.843 -1.175  C61 1.096
85 H -0.822 2.541 -0.807  C61 1.086
86 H -1.681 4.951 -1.102  C62 1.086
87 H -2.484 3.878 -2.318  C62 1.087
88 H -1.239 4.979 -2.704  C62 1.078
89 H -0.331 0.968 -5.646  C63 1.076
90 H 0.578 1.359 -6.938  C63 1.077
91 H -0.847 3.009 -7.658  C64 1.068
92 H -0.977 3.731 -6.045  C64 1.086
93 H -2.487 1.226 -7.026  C65 1.072
94 H -3.063 2.895 -7.122  C65 1.103
95 H -3.931 1.534 -5.095  C66 1.074
96 H -3.116 3.054 -4.701  C66 1.113
97 H -2.299 1.445 -4.485  C66 1.089
98 H 2.385 0.473 -5.546  C67 1.105
99 H 1.962 0.563 -3.855  C67 1.072
100 H 4.425 1.874 -4.928  C68 1.103
101 H 4.413 0.281 -4.273  C68 1.096
102 H 3.543 1.372 -1.987  C69 1.089
103 H 3.703 2.886 -2.824  C69 1.089
104 H 6.187 2.667 -2.857  C70 1.122
105 H 6.088 1.001 -2.272  C70 1.096
106 H 5.602 2.305 -1.186  C70 1.090
107 C -7.070 -4.117 -1.830  C108 1.514, H117 1.071, H118 1.121, H119 1.106
108 C -7.180 -2.806 -1.081  C107 1.514, C109 1.481, H120 1.089, H121 1.080
109 C -5.904 -2.061 -1.174  C108 1.481, N110 1.511, H122 1.090, H123 1.099
110 N -6.086 -0.576 -0.956  C109 1.511, C111 1.529, C115 1.490, C116 1.504
111 C -4.666 -0.022 -0.833  N110 1.529, C112 1.431, H124 1.076, H125 1.111
112 C -4.649 1.405 -0.737  C111 1.431, C113 1.560, H126 1.093, H127 1.119
113 C -5.306 2.056 -1.993  C112 1.560, C114 1.512, H128 1.085, H129 1.080
114 C -6.734 1.562 -2.038  C113 1.512, C115 1.526, H130 1.098, H131 1.080
115 C -6.779 0.040 -2.122  N110 1.490, C114 1.526, H132 1.086, H133 1.080
116 C -6.826 -0.447 0.347  N110 1.504, H134 1.075, H135 1.094, H136 1.066
117 H -6.292 -4.758 -1.470  C107 1.071
118 H -6.858 -3.731 -2.860  C107 1.121
119 H -8.027 -4.669 -1.884  C107 1.106
120 H -7.448 -3.015 -0.047  C108 1.089
121 H -8.046 -2.252 -1.409  C108 1.080
122 H -5.474 -2.279 -2.152  C109 1.090
123 H -5.125 -2.417 -0.485  C109 1.099
124 H -4.216 -0.434 -1.719  C111 1.076
125 H -4.238 -0.520 0.063  C111 1.111
126 H -3.578 1.621 -0.776  C112 1.093
127 H -5.113 1.781 0.209  C112 1.119
128 H -4.738 1.749 -2.864  C113 1.085
129 H -5.277 3.133 -1.923  C113 1.080
130 H -7.199 1.868 -2.985  C114 1.098
131 H -7.341 1.987 -1.252  C114 1.080
132 H -6.300 -0.311 -3.031  C115 1.086
133 H -7.802 -0.296 -2.211  C115 1.080
134 H -6.380 -1.097 1.077  C116 1.075
135 H -7.890 -0.655 0.193  C116 1.094
136 H -6.705 0.573 0.634  C116 1.066
137 C -0.367 2.749 5.611  C138 1.470, H147 1.076, H148 1.081, H149 1.085
138 C -0.892 3.019 4.265  C137 1.470, C139 1.537, H150 1.115, H151 1.116
139 C -1.880 4.195 4.316  C138 1.537, N140 1.477, H152 1.082, H153 1.099
140 N -2.235 4.903 3.069  C139 1.477, C141 1.499, C145 1.460, C146 1.453
141 C -3.434 5.742 3.392  N140 1.499, C142 1.494, H154 1.085, H155 1.087
142 C -3.852 6.751 2.372  C141 1.494, C143 1.575, H156 1.083, H157 1.073
143 C -2.627 7.646 1.949  C142 1.575, C144 1.560, H158 1.109, H159 1.101
144 C -1.479 6.702 1.473  C143 1.560, C145 1.529, H160 1.072, H161 1.085
145 C -1.119 5.700 2.570  N140 1.460, C144 1.529, H162 1.112, H163 1.127
146 C -2.667 3.942 2.068  N140 1.453, H164 1.090, H165 1.084, H166 1.075
147 H 0.322 1.925 5.682  C137 1.076
148 H -1.037 2.466 6.412  C137 1.081
149 H 0.159 3.556 6.111  C137 1.085
150 H -1.387 2.067 3.963  C138 1.115
151 H -0.042 3.184 3.560  C138 1.116
152 H -1.497 4.935 5.006  C139 1.082
153 H -2.827 3.902 4.792  C139 1.099
154 H -3.102 6.308 4.256  C141 1.085
155 H -4.191 5.034 3.721  C141 1.087
156 H -4.643 7.401 2.725  C142 1.083
157 H -4.269 6.251 1.518  C142 1.073
158 H -2.195 8.149 2.838  C143 1.109
159 H -2.908 8.362 1.162  C143 1.101
160 H -0.604 7.300 1.313  C144 1.072
161 H -1.742 6.154 0.573  C144 1.085
162 H -0.792 6.336 3.421  C145 1.112
163 H -0.229 5.016 2.460  C145 1.127
164 H -1.826 3.278 1.872  C146 1.090
165 H -2.925 4.471 1.158  C146 1.084
166 H -3.577 3.466 2.389  C146 1.075
167 C 3.732 -3.364 1.696  C168 1.513, H177 1.086, H178 1.080, H179 1.089
168 C 4.409 -2.075 2.109  C167 1.513, C169 1.527, H180 1.085, H181 1.077
169 C 5.048 -2.365 3.465  C168 1.527, N170 1.514, H182 1.111, H183 1.083
170 N 5.770 -1.184 4.077  C169 1.514, C171 1.492, C175 1.473, C176 1.525
171 C 4.904 0.009 3.848  N170 1.492, C172 1.497, H184 1.092, H185 1.092
172 C 5.286 1.184 4.694  C171 1.497, C173 1.520, H186 1.113, H187 1.076
173 C 5.113 0.799 6.153  C172 1.520, C174 1.538, H188 1.120, H189 1.076
174 C 6.161 -0.302 6.386  C173 1.538, C175 1.535, H190 1.109, H191 1.089
175 C 5.886 -1.529 5.505  N170 1.473, C174 1.535, H192 1.064, H193 1.072
176 C 7.130 -0.933 3.433  N170 1.525, H194 1.086, H195 1.095, H196 1.095
177 H 3.180 -3.195 0.777  C167 1.086
178 H 2.999 -3.792 2.364  C167 1.080
179 H 4.381 -4.220 1.520  C167 1.089
180 H 3.730 -1.228 2.122  C168 1.085
181 H 5.154 -1.909 1.349  C168 1.077
182 H 5.771 -3.209 3.465  C169 1.111
183 H 4.285 -2.608 4.194  C169 1.083
184 H 3.930 -0.343 4.192  C171 1.092
185 H 4.865 0.255 2.784  C171 1.092
186 H 4.654 2.038 4.361  C172 1.113
187 H 6.275 1.543 4.468  C172 1.076
188 H 4.035 0.530 6.293  C173 1.120
189 H 5.328 1.658 6.764  C173 1.076
190 H 6.105 -0.689 7.424  C174 1.109
191 H 7.184 0.068 6.323  C174 1.089
192 H 4.940 -1.883 5.838  C175 1.064
193 H 6.552 -2.366 5.573  C175 1.072
194 H 7.572 -0.151 4.044  C176 1.086
195 H 7.023 -0.711 2.367  C176 1.095
196 H 7.703 -1.859 3.556  C176 1.095
197 C 1.633 -5.429 4.891  C198 1.541, H207 1.106, H208 1.098, H209 1.098
198 C 1.077 -5.084 6.286  C197 1.541, C199 1.528, H210 1.100, H211 1.121
199 C -0.408 -5.426 6.394  C198 1.528, N200 1.512, H212 1.086, H213 1.080
200 N -0.995 -5.452 7.787  C199 1.512, C201 1.523, C205 1.517, C206 1.517
201 C -0.469 -4.293 8.623  N200 1.523, C202 1.529, H214 1.091, H215 1.081
202 C -0.894 -2.903 8.147  C201 1.529, C203 1.542, H216 1.089, H217 1.083
203 C -2.435 -2.942 8.134  C202 1.542, C204 1.551, H218 1.086, H219 1.080
204 C -2.969 -4.013 7.147  C203 1.551, C205 1.526, H220 1.082, H221 1.087
205 C -2.506 -5.364 7.683  N200 1.517, C204 1.526, H222 1.076, H223 1.081
206 C -0.542 -6.705 8.514  N200 1.517, H224 1.072, H225 1.072, H226 1.069
207 H 1.015 -4.942 4.114  C197 1.106
208 H 1.593 -6.484 4.589  C197 1.098
209 H 2.643 -5.006 4.805  C197 1.098
210 H 1.350 -4.036 6.479  C198 1.100
211 H 1.555 -5.663 7.119  C198 1.121
212 H -0.502 -6.405 5.931  C199 1.086
213 H -0.962 -4.715 5.798  C199 1.080
214 H 0.618 -4.365 8.590  C201 1.091
215 H -0.846 -4.447 9.624  C201 1.081
216 H -0.538 -2.726 7.134  C202 1.089
217 H -0.461 -2.200 8.848  C202 1.083
218 H -2.803 -1.960 7.853  C203 1.086
219 H -2.872 -3.089 9.111  C203 1.080
220 H -2.563 -3.869 6.155  C204 1.082
221 H -4.050 -3.996 7.027  C204 1.087
222 H -2.878 -6.153 7.053  C205 1.076
223 H -2.945 -5.562 8.651  C205 1.081
224 H -1.221 -7.492 8.253  C206 1.072
225 H -0.548 -6.567 9.577  C206 1.072
226 H 0.448 -7.002 8.241  C206 1.069
227 C -1.127 -3.799 1.248  C228 1.511, H237 1.088, H238 1.078, H239 1.087
228 C -1.697 -2.399 1.249  C227 1.511, N229 1.475, H240 1.080, H241 1.065
229 N -0.803 -1.278 1.595  C228 1.475, C230 1.466, C231 1.474, C233 1.468
230 C -1.640 -0.088 1.413  N229 1.466, H242 1.092, H243 1.095, H244 1.097
231 C -0.375 -1.353 3.004  N229 1.474, C232 1.572, H245 1.073, H246 1.082
232 C -1.517 -1.612 4.053  C231 1.572, H247 1.064, H248 1.093, H249 1.103
233 C 0.340 -1.274 0.673  N229 1.468, C234 1.517, H250 1.064, H251 1.082
234 C 1.033 0.045 0.386  C233 1.517, O235 1.405, H252 1.086, H253 1.141
235 O 1.724 0.531 1.509  C234 1.405, C236 1.420
236 C 2.361 1.784 1.304  O235 1.420, H254 1.072, H255 1.092, H256 1.073
237 H -0.609 -3.958 2.192  C227 1.088
238 H -0.536 -4.112 0.403  C227 1.078
239 H -1.976 -4.479 1.262  C227 1.087
240 H -2.462 -2.238 1.993  C228 1.080
241 H -2.164 -2.182 0.317  C228 1.065
242 H -1.669 0.140 0.346  C230 1.092
243 H -1.240 0.739 2.008  C230 1.095
244 H -2.622 -0.331 1.837  C230 1.097
245 H 0.144 -0.441 3.224  C231 1.073
246 H 0.329 -2.172 3.069  C231 1.082
247 H -1.142 -1.531 5.045  C232 1.064
248 H -1.885 -2.622 3.851  C232 1.093
249 H -2.372 -0.916 4.060  C232 1.103
250 H -0.093 -1.661 -0.219  C233 1.064
251 H 1.095 -1.902 1.125  C233 1.082
252 H 0.439 0.848 -0.038  C234 1.086
253 H 1.750 -0.265 -0.445  C234 1.141
254 H 1.736 2.575 0.938  C236 1.072
255 H 3.167 1.661 0.578  C236 1.092
256 H 2.708 2.076 2.277  C236 1.073
257 C 3.608 5.924 -1.206  C258 1.556, H267 1.110, H268 1.099, H269 1.099
258 C 4.207 6.572 0.076  C257 1.556, N259 1.438, H270 1.080, H271 1.096
259 N 5.419 5.961 0.549  C258 1.438, C260 1.452, C261 1.533, C263 1.543
260 C 5.266 4.545 0.830  N259 1.452, H272 1.087, H273 1.112, H274 1.100
261 C 6.564 6.211 -0.439  N259 1.533, C262 1.502, H275 1.124, H276 1.101
262 C 7.862 5.462 -0.341  C261 1.502, H277 1.081, H278 1.081, H279 1.085
263 C 5.843 6.584 1.896  N259 1.543, C264 1.509, H280 1.097, H281 1.110
264 C 6.643 7.861 1.829  C263 1.509, O265 1.408, H282 1.103, H283 1.101
265 O 5.915 8.689 0.954  C264 1.408, C266 1.449
266 C 6.552 9.989 0.903  O265 1.449, H284 1.056, H285 1.122, H286 1.087
267 H 2.977 6.670 -1.734  C257 1.110
268 H 2.820 5.232 -0.879  C257 1.099
269 H 4.245 5.401 -1.934  C257 1.099
270 H 3.456 6.587 0.852  C258 1.080
271 H 4.415 7.647 0.010  C258 1.096
272 H 4.570 4.439 1.659  C260 1.087
273 H 6.248 4.105 1.107  C260 1.112
274 H 4.843 4.028 -0.044  C260 1.100
275 H 6.740 7.319 -0.359  C261 1.124
276 H 6.148 6.070 -1.449  C261 1.101
277 H 8.422 5.729 0.544  C262 1.081
278 H 8.487 5.827 -1.144  C262 1.081
279 H 7.762 4.382 -0.376  C262 1.085
280 H 6.349 5.772 2.435  C263 1.097
281 H 4.852 6.713 2.378  C263 1.110
282 H 7.726 7.814 1.621  C264 1.103
283 H 6.511 8.207 2.866  C264 1.101
284 H 6.025 10.689 0.314  C266 1.056
285 H 7.627 9.905 0.591  C266 1.122
286 H 6.491 10.425 1.896  C266 1.087
287 C 3.634 4.896 4.285  C288 1.537, H291 1.093, H292 1.091, H293 1.056
288 C 2.673 5.330 3.167  C287 1.537, O289 1.198, O290 1.306
289 O 1.701 4.651 2.995  C288 1.198
290 O 2.989 6.406 2.498  C288 1.306
291 H 4.033 3.922 3.992  C287 1.093
292 H 3.054 4.770 5.201  C287 1.091
293 H 4.500 5.493 4.381  C287 1.056
294 C 2.425 -1.354 7.390  C295 1.562, H298 1.089, H299 1.106, H300 1.091
295 C 1.932 -1.372 5.908  C294 1.562, O296 1.259, O297 1.234
296 O 2.526 -2.195 5.163  C295 1.259
297 O 0.989 -0.660 5.552  C295 1.234
298 H 2.469 -0.363 7.837  C294 1.089
299 H 3.384 -1.894 7.282  C294 1.106
300 H 1.759 -1.968 7.999  C294 1.091
301 C -0.744 -1.277 -3.580  C302 1.588, H305 1.115, H306 1.078, H307 1.113
302 C -1.754 -1.249 -2.355  C301 1.588, O303 1.264, O304 1.251
303 O -2.179 -2.350 -1.902  C302 1.264
304 O -2.003 -0.139 -1.834  C302 1.251
305 H -1.321 -1.287 -4.534  C301 1.115
306 H -0.234 -2.217 -3.440  C301 1.078
307 H -0.116 -0.359 -3.615  C301 1.113

Output
LUMO ... -8.0 eV
E_HOMO ... -0.5866 Eh
Molar mass ... 1557.58 g/mol
Net charge ... +5